Record 1
Formula: C11H22O2
Source: the OMol25 dataset
Level of theory: ωB97M-V/def2-TZVPD

Summary:
Orbital gap = 11.0 eV
Structure (SMILES) = CCCCCC[C@@H](CCC)C(=O)O
Lowest unoccupied orbital energy = 0.78 eV
Relative energy (zero: lowest compared OMol25 entry of this formula, charge and spin) = 1.0 kcal per mole

```
! wB97M-V def2-TZVPD RIJCOSX def2/J DEFGRID3
* xyz 0 1
C -3.6184 -0.5893 -1.0677
C -3.7857 0.3077 0.1538
C -2.9647 1.5965 0.0763
C -1.4544 1.3829 -0.0328
C -0.8592 0.6974 1.1954
C 0.6692 0.6299 1.1647
C 1.2177 -0.1520 -0.0377
C 2.7307 -0.4010 0.0637
C 3.5827 0.8686 0.0620
C 3.4361 1.6926 -1.2118
C 0.5152 -1.4872 -0.1364
O -0.1928 -1.8324 -1.0460
O 0.7613 -2.2836 0.9118
H -3.8289 -0.0324 -1.9784
H -4.3089 -1.4283 -1.0135
H -2.6096 -0.9882 -1.1339
H -4.8391 0.5849 0.2480
H -3.5173 -0.2479 1.0541
H -3.1759 2.1997 0.9637
H -3.2955 2.1667 -0.7955
H -0.9765 2.3585 -0.1583
H -1.2438 0.7909 -0.9226
H -1.1623 1.2464 2.0912
H -1.2607 -0.3136 1.2786
H 1.0215 0.1507 2.0807
H 1.0685 1.6448 1.1346
H 0.9992 0.3874 -0.9615
H 3.0332 -1.0248 -0.7819
H 2.9292 -0.9613 0.9797
H 4.6273 0.5664 0.1685
H 3.3336 1.4844 0.9273
H 4.1540 2.5097 -1.2149
H 2.4402 2.1201 -1.2918
H 3.6175 1.0744 -2.0883
H 0.2934 -3.1269 0.8076
*
```

Results of the natural (NBO) charge analysis, in e, for atoms 1 through 6: atom 1 (C): -0.6181, atom 2 (C): -0.3939, atom 3 (C): -0.3852, atom 4 (C): -0.4077, atom 5 (C): -0.4006, atom 6 (C): -0.3864

=====

Record 2
Formula: C11H22O4
Source: the OMol25 dataset
Level of theory: ωB97M-V/def2-TZVPD

Summary:
Orbital gap = 11.0 eV
Structure (SMILES) = CCCCCCCC(=O)OC[C@H](O)CO
Lowest unoccupied orbital energy = 0.82 eV
Relative energy (zero: lowest compared OMol25 entry of this formula, charge and spin) = 0.7 kcal per mole

```
! wB97M-V def2-TZVPD RIJCOSX def2/J DEFGRID3
* xyz 0 1
C -7.4048 -0.1627 -0.3660
C -5.9425 -0.5720 -0.2363
C -5.0957 0.5559 0.3499
C -3.6412 0.1610 0.6105
C -2.8444 -0.0704 -0.6720
C -1.3873 -0.4535 -0.4155
C -0.5508 0.7098 0.1230
C 0.8600 0.2691 0.4125
O 1.1593 -0.7585 0.9725
O 1.7483 1.1622 -0.0233
C 3.1329 0.9209 0.2358
C 3.6893 -0.2998 -0.5235
O 3.7403 -1.4431 0.2927
C 5.1296 -0.0404 -0.9895
O 5.9712 0.2447 0.0936
H -7.5011 0.7054 -1.0147
H -7.8190 0.0913 0.6074
H -7.9939 -0.9734 -0.7884
H -5.5628 -0.8486 -1.2211
H -5.8680 -1.4501 0.4092
H -5.1207 1.4144 -0.3256
H -5.5451 0.8692 1.2956
H -3.1715 0.9589 1.1892
H -3.6174 -0.7470 1.2173
H -3.3098 -0.8776 -1.2391
H -2.8787 0.8313 -1.2881
H -1.3411 -1.2786 0.2973
H -0.9410 -0.7984 -1.3511
H -0.9754 1.0635 1.0651
H -0.5254 1.5414 -0.5812
H 3.6371 1.8341 -0.0801
H 3.2838 0.7734 1.3105
H 3.0551 -0.4777 -1.4082
H 2.8635 -1.5584 0.6999
H 5.1676 0.8207 -1.6589
H 5.4784 -0.9314 -1.5293
H 5.8605 -0.4775 0.7261
*
```

Results of the natural (NBO) charge analysis, in e, for atoms 1 through 6: atom 1 (C): -0.5986, atom 2 (C): -0.3946, atom 3 (C): -0.3872, atom 4 (C): -0.3917, atom 5 (C): -0.3942, atom 6 (C): -0.3835

=====

Record 3
Formula: C11H23AlFN2O3
Source: the OMol25 dataset
Level of theory: ωB97M-V/def2-TZVPD

Summary:
Orbital gap = 7.4 eV
Lowest unoccupied orbital energy = 2.52 eV

```
! wB97M-V def2-TZVPD RIJCOSX def2/J DEFGRID3
* xyz -1 1
C -2.4282 1.5906 5.3833
C -2.3024 1.5279 3.8548
C -0.9840 2.0893 3.3081
O -0.7318 1.6289 2.0205
Al 0.7721 0.7411 1.7220
C 2.2716 2.0630 2.2167
O 2.8522 2.1890 3.5665
N 2.9605 1.0092 4.1949
O 3.4547 1.1362 5.2697
C 0.9461 0.6416 -0.2974
C 0.7787 -0.6671 -1.0331
C 2.0637 -1.3346 -1.4925
F 0.1045 -1.6395 -0.2171
H -1.4958 1.9402 5.8345
H -3.2189 2.2672 5.7141
H -2.6426 0.6152 5.8224
H -2.3603 0.4996 3.4944
H -3.1309 2.0677 3.3884
H -1.0375 3.1921 3.3101
H -0.1815 1.8309 4.0228
H 0.7918 -0.6304 2.5692
H 1.8470 3.0615 2.0663
H 3.1335 2.0000 1.5406
H 0.2164 1.3638 -0.6796
H 1.9301 1.0579 -0.5439
H 0.0939 -0.5630 -1.8835
H 1.8676 -2.0941 -2.2513
H 2.5215 -1.8322 -0.6347
H 2.7657 -0.6172 -1.9135
C -0.7849 -3.5221 -5.0361
C -1.5779 -2.3570 -4.4620
C -1.1842 -1.0119 -5.0831
C 0.2231 -0.6907 -4.8429
N 1.3048 -0.4038 -4.5919
H 0.2810 -3.4019 -4.8370
H -1.1041 -4.4651 -4.5927
H -0.9194 -3.5958 -6.1179
H -1.4314 -2.2981 -3.3819
H -2.6464 -2.5033 -4.6317
H -1.7805 -0.2029 -4.6582
H -1.3562 -1.0180 -6.1620
*
```

Results of the natural (NBO) charge analysis, in e, for atoms 1 through 6: atom 1 (C): -0.6156, atom 2 (C): -0.4242, atom 3 (C): -0.0308, atom 4 (O): -0.9565, atom 5 (Al): 1.5059, atom 6 (C): -0.6263

=====

Record 4
Formula: C11H23AsCl2FeN3OS2Se
Source: the OMol25 dataset
Level of theory: ωB97M-V/def2-TZVPD

Summary:
Expectation value of S² = 0.771
Orbital gap (alpha / beta) = 7.3 / 7.4 eV
Lowest unoccupied orbital energy (alpha / beta) = -0.24 / -0.20 eV
Relative energy (zero: lowest compared OMol25 entry of this formula, charge and spin) = 0.0 kcal per mole

```
! wB97M-V def2-TZVPD RIJCOSX def2/J DEFGRID3
* xyz 0 2
Fe -0.1822 0.0200 0.6205
S 2.9442 -0.4308 1.7598
C 1.5166 -0.2471 1.2817
C 1.1609 -4.9636 1.2834
C 1.0922 -3.8625 0.2387
N -0.2543 -3.6777 -0.2972
C -1.1820 -2.8719 0.2199
S -0.9595 -2.0693 1.7402
N -2.3022 -2.6986 -0.4646
C -2.5659 -3.2024 -1.8083
C -3.0692 -4.6409 -1.8195
H 2.1895 -5.0867 1.6325
H 0.8229 -5.9169 0.8704
H 0.5340 -4.7108 2.1394
H 1.7333 -4.0928 -0.6124
H 1.4268 -2.9147 0.6512
H -0.4081 -4.0027 -1.2370
H -2.9899 -2.1059 -0.0293
H -1.6612 -3.0828 -2.4110
H -3.3003 -2.5290 -2.2449
H -2.3581 -5.3226 -1.3459
H -3.2313 -4.9749 -2.8466
H -4.0155 -4.7180 -1.2813
Se -4.4252 0.4843 -1.7087
C -2.9719 0.4299 -0.6753
N -2.0241 0.4000 -0.0043
C 0.5571 4.7576 0.1472
As -0.0083 3.0703 -0.5635
C 1.1067 2.6647 -2.0634
C -1.7995 3.3113 -1.1939
O 0.2087 1.9664 0.6745
H 0.4581 5.5399 -0.6042
H 1.5938 4.6717 0.4628
H -0.0629 4.9916 1.0094
H 1.0157 3.4474 -2.8165
H 0.7960 1.6998 -2.4569
H 2.1341 2.5908 -1.7154
H -1.8607 4.2843 -1.6812
H -2.4807 3.2684 -0.3487
H -2.0613 2.5242 -1.8945
Cl 0.3865 -2.9890 -4.4011
C 1.2358 -1.5316 -4.5834
Cl 0.5303 -0.7514 -1.4098
H 0.6672 -0.6737 -4.9041
H 2.1944 -1.4579 -4.0965
*
```

Results of the natural (NBO) charge analysis, in e, for atoms 1 through 6: atom 1 (Fe): 0.8235, atom 2 (S): 0.2392, atom 3 (C): -0.0892, atom 4 (C): -0.6180, atom 5 (C): -0.2138, atom 6 (N): -0.5874

=====

Record 5
Formula: C11H23BeO3P2
Source: the OMol25 dataset
Level of theory: ωB97M-V/def2-TZVPD

Summary:
Orbital gap = 3.4 eV
Lowest unoccupied orbital energy = 2.64 eV
Relative energy (zero: lowest compared OMol25 entry of this formula, charge and spin) = 26.9 kcal per mole

```
! wB97M-V def2-TZVPD RIJCOSX def2/J DEFGRID3
* xyz -1 1
C 1.7617 0.7252 -4.8472
C 0.5494 0.4331 -5.4180
C -0.4102 -0.3463 -4.7099
C -0.0258 -1.0730 -3.5495
C 1.1129 -0.7489 -2.8856
Be 0.6492 0.5028 -3.7733
P -0.1614 1.9533 -2.6288
H 2.6373 1.1202 -5.3281
H 0.2240 0.8809 -6.3732
H -1.4158 -0.5550 -5.1285
H 1.6777 -1.2662 -2.1161
H -0.6611 -1.9233 -3.2624
H -1.5085 1.4829 -2.2487
H -0.6219 3.0759 -3.3675
H 0.3402 2.5998 -1.4360
C -1.3058 2.8517 2.7827
C 0.1275 2.5739 2.3513
O 0.2515 1.5035 1.3381
P -0.8741 0.2764 1.2766
O -1.1327 -0.1129 2.8199
C -0.3400 -0.8649 3.7895
C 1.1402 -0.6404 3.7617
O 0.0089 -1.0570 0.8102
C -0.7284 -2.3275 0.7117
C 0.2583 -3.4725 0.6165
H -1.9783 2.9713 1.9375
H -1.2703 3.8082 3.2942
H -1.7083 2.0935 3.4583
H 0.6170 3.4737 1.9172
H 0.7510 2.3424 3.2401
H -0.7789 -0.5268 4.7264
H -0.5746 -1.9239 3.6990
H 1.4020 0.3913 4.0192
H 1.6485 -1.2810 4.4937
H 1.5937 -0.8858 2.7962
H -1.3645 -2.4022 1.6153
H -1.4061 -2.2826 -0.1613
H 0.7510 -3.6354 1.5739
H -0.2265 -4.4188 0.3803
H 0.9911 -3.3155 -0.1754
*
```

Results of the natural (NBO) charge analysis, in e, for atoms 1 through 6: atom 1 (C): -0.9428, atom 2 (C): -0.4456, atom 3 (C): -0.6705, atom 4 (C): -0.4319, atom 5 (C): -0.8997, atom 6 (Be): 1.5455

=====

Record 6
Formula: C11H23Br10NO2
Source: the OMol25 dataset
Level of theory: ωB97M-V/def2-TZVPD

Summary:
Orbital gap = 10.3 eV
Structure (SMILES) = C[N+](=O)[O-].BrCCBr.BrCCBr.BrCCBr.BrCCBr.BrCCBr
Lowest unoccupied orbital energy = 0.13 eV
Relative energy (zero: lowest compared OMol25 entry of this formula, charge and spin) = 40.7 kcal per mole

```
! wB97M-V def2-TZVPD RIJCOSX def2/J DEFGRID3
* xyz 0 1
C -5.7781 -6.0690 -0.1164
N -6.5937 -5.1230 -0.8596
O -6.1931 -4.8379 -1.9762
O -7.7192 -4.8515 -0.4878
H -6.1720 -7.0838 -0.1729
H -5.8801 -5.8716 0.9507
H -4.7847 -5.8731 -0.5200
Br 2.8452 -4.9548 -3.2661
C 1.7590 -6.1771 -4.3595
C 1.5375 -5.7106 -5.8110
Br 0.5055 -4.0773 -5.7624
H 0.8070 -6.3842 -3.8705
H 2.1831 -7.1804 -4.3996
H 0.9510 -6.4204 -6.3944
H 2.4842 -5.5009 -6.3089
Br 5.0146 2.9751 7.6601
C 4.8345 4.6461 6.6597
C 6.1440 4.8855 6.0634
Br 6.3738 6.7148 5.3471
H 4.4586 5.3779 7.3747
H 4.1818 4.5009 5.7989
H 6.4609 4.1792 5.2961
H 6.9080 4.8257 6.8385
Br -1.7644 -1.4057 0.8350
C -0.0742 -1.5845 1.8448
C 0.5816 -0.1385 1.8370
Br -0.1202 0.9524 3.3564
H 0.4987 -2.3629 1.3407
H -0.1644 -2.0334 2.8340
H 0.3936 0.4270 0.9243
H 1.6517 -0.2933 1.9756
Br -7.5090 2.4818 2.9747
C -7.2070 4.3427 3.7941
C -5.9293 4.9052 3.1793
Br -5.4592 6.7893 3.7946
H -7.0912 4.2174 4.8707
H -8.0636 4.9480 3.4976
H -5.9295 4.9423 2.0899
H -5.0351 4.3214 3.3976
Br 3.1434 2.0530 -4.4053
C 4.3612 1.5968 -5.8703
C 4.8394 2.8121 -6.6709
Br 6.1884 2.1178 -8.0401
H 3.7717 0.9537 -6.5237
H 5.2319 1.1053 -5.4363
H 5.3785 3.5884 -6.1280
H 3.9792 3.2739 -7.1555
*
```

Results of the natural (NBO) charge analysis, in e, for atoms 1 through 6: atom 1 (C): -0.4914, atom 2 (N): 0.5201, atom 3 (O): -0.3772, atom 4 (O): -0.3701, atom 5 (H): 0.2454, atom 6 (H): 0.2321